ORCA calculation (ωB97M-V/def2-TZVPD) on a structure of composition C21H14N7NaO4S2 at a distorted geometry.

Structure (XYZ):
```
49
Properties=species:S:1:pos:R:3:nbo_charge:R:1
Na 1.815 0.562 0.040 0.91
N -1.054 -5.542 -2.053 -0.82
C -0.767 -4.567 -1.079 0.18
C 0.451 -3.899 -1.085 -0.28
C 0.574 -2.885 -0.132 -0.17
C -0.456 -2.551 0.710 -0.29
C -1.628 -3.303 0.764 -0.18
C -1.755 -4.307 -0.106 -0.28
S -0.293 -1.129 1.796 2.28
O 1.145 -0.955 2.006 -1.01
O -1.142 -1.501 2.925 -0.97
N -0.722 0.225 0.973 -0.93
C -1.770 0.238 0.159 0.55
N -2.861 -0.541 0.347 -0.54
C -3.857 -0.519 -0.537 0.08
C -3.841 0.288 -1.648 -0.40
C -2.710 1.110 -1.749 0.09
N -1.729 1.137 -0.881 -0.49
H -0.356 -5.582 -2.811 0.38
H -1.954 -5.565 -2.433 0.37
H 1.193 -4.045 -1.836 0.23
H 1.477 -2.261 -0.029 0.23
H -2.404 -3.029 1.463 0.25
H -2.645 -4.924 -0.126 0.19
H -4.642 -1.242 -0.343 0.17
H -4.574 0.250 -2.429 0.20
H -2.699 1.916 -2.538 0.17
O -0.955 5.320 4.140 -0.70
C 0.427 5.346 4.328 0.78
O 0.846 5.800 5.344 -0.61
C 1.284 4.814 3.265 -0.27
C 2.679 4.864 3.379 -0.18
C 3.426 4.255 2.423 -0.20
C 2.915 3.631 1.281 -0.16
S 3.821 2.794 0.096 -0.49
C 1.516 3.733 1.119 -0.26
C 0.700 4.278 2.127 -0.18
H -1.069 4.847 3.335 0.48
H 3.044 5.363 4.302 0.23
H 4.473 4.246 2.570 0.19
H 0.995 3.311 0.274 0.21
H -0.378 4.169 1.924 0.19
N 1.452 -0.589 -2.086 -0.50
C 1.770 -1.124 -3.043 0.38
C 2.083 -1.848 -4.215 -0.62
C 1.152 -1.770 -5.273 0.32
N 0.479 -1.877 -6.202 -0.43
C 2.945 -2.973 -4.185 0.32
N 3.600 -3.969 -4.272 -0.45
```

Results
Spin multiplicity: 1
Net charge: -2
E_HOMO (alpha / beta) (eV): -2.4 / -2.4

=====

ORCA calculation (ωB97M-V/def2-TZVPD) on a structure of composition C21H15BeClO5 at a distorted geometry.

Structure (XYZ):
```
43
Properties=species:S:1:pos:R:3:nbo_charge:R:1
Be -0.946 -0.902 0.580 1.69
Cl -4.466 -1.858 6.278 0.00
C -3.828 -1.745 4.669 -0.10
C -4.248 -2.640 3.694 -0.17
C -3.763 -2.555 2.396 -0.23
C -2.793 -1.610 2.036 0.41
O -2.323 -1.590 0.819 -0.90
C -2.383 -0.715 3.049 -0.30
C -1.466 0.327 2.700 0.47
O -0.869 0.383 1.620 -0.72
C -2.921 -0.773 4.350 -0.14
H -4.951 -3.389 3.968 0.23
H -4.078 -3.241 1.635 0.22
H -1.322 1.149 3.410 0.16
H -2.597 -0.075 5.100 0.23
O -0.582 -0.269 -0.983 -0.80
C 0.870 -0.225 -1.045 0.08
C 1.324 -1.401 -0.112 0.78
O 2.454 -1.811 -0.104 -0.63
O 0.362 -1.766 0.647 -0.91
C 1.313 1.119 -0.468 -0.06
C 2.597 1.281 0.060 -0.21
C 2.994 2.515 0.552 -0.20
C 2.120 3.599 0.545 -0.21
C 0.849 3.422 0.042 -0.22
C 0.443 2.210 -0.494 -0.15
C 1.310 -0.304 -2.495 0.02
C 2.559 -0.783 -2.854 -0.21
C 2.996 -0.722 -4.174 -0.20
C 2.155 -0.200 -5.158 -0.21
C 0.893 0.274 -4.804 -0.21
C 0.476 0.230 -3.477 -0.25
H -0.865 -0.853 -1.690 0.52
H 3.267 0.460 0.120 0.24
H 3.999 2.621 0.943 0.21
H 2.432 4.548 0.942 0.21
H 0.176 4.251 0.064 0.21
H -0.576 2.114 -0.838 0.21
H 3.198 -1.222 -2.111 0.25
H 3.964 -1.070 -4.449 0.22
H 2.486 -0.124 -6.184 0.21
H 0.246 0.705 -5.567 0.22
H -0.506 0.635 -3.212 0.21
```

Results
Spin multiplicity: 1
E_HOMO (eV): -8.8

=====

ORCA calculation (ωB97M-V/def2-TZVPD) on a structure of composition C21H15BrGaIN3O6.

Structure (XYZ):
```
48
Properties=species:S:1:pos:R:3:nbo_charge:R:1
Ga -0.359 -0.452 -0.254 1.62
C -0.749 -0.046 -4.778 -0.65
C 0.586 -0.485 -4.265 0.19
N 1.500 -0.883 -5.107 -0.40
C 2.702 -1.281 -4.633 -0.02
C 3.033 -1.286 -3.308 -0.04
C 4.424 -1.691 -2.914 -0.09
O 4.378 -2.842 -2.070 -0.72
C 2.055 -0.866 -2.359 -0.16
C 2.447 -0.759 -0.974 0.21
N 1.715 -0.399 0.035 -0.60
C 2.384 -0.088 1.252 0.20
C 3.642 0.522 1.212 -0.24
C 4.338 0.836 2.364 -0.20
C 3.777 0.569 3.604 -0.21
C 2.508 0.019 3.666 -0.21
C 1.806 -0.295 2.508 -0.19
I -0.121 -1.033 2.780 0.31
C 0.796 -0.465 -2.841 0.39
O -0.194 -0.068 -2.107 -0.80
H -0.748 -0.081 -5.864 0.22
H -0.982 0.963 -4.434 0.23
H -1.537 -0.692 -4.386 0.23
H 3.421 -1.604 -5.378 0.18
H 4.930 -0.865 -2.394 0.16
H 4.995 -1.901 -3.822 0.18
H 5.266 -3.195 -1.984 0.47
H 3.491 -0.988 -0.782 0.19
H 4.065 0.806 0.259 0.22
H 5.304 1.316 2.287 0.21
H 4.304 0.814 4.516 0.22
H 2.045 -0.161 4.626 0.22
O -7.295 0.067 0.252 -0.75
C -6.478 0.970 0.511 0.73
O -6.646 2.137 0.902 -0.73
C -4.989 0.562 0.308 -0.02
C -4.659 -0.717 -0.124 -0.23
C -3.335 -1.068 -0.288 0.05
N -2.351 -0.198 -0.038 -0.61
C -2.650 1.045 0.376 0.09
C -3.951 1.458 0.557 -0.19
C -1.446 1.933 0.639 0.76
O -1.585 3.088 0.977 -0.60
O -0.303 1.333 0.451 -0.85
H -5.462 -1.414 -0.318 0.25
H -3.020 -2.050 -0.616 0.22
H -4.174 2.460 0.893 0.27
Br -0.328 -2.862 -0.460 -0.53
```

Results
Spin multiplicity: 1
Net charge: -1
E_HOMO (eV): -5.5

=====

ORCA calculation (ωB97M-V/def2-TZVPD) on a structure of composition C21H15Cl6N5O3SW at a distorted geometry.

Structure (XYZ):
```
52
Properties=species:S:1:pos:R:3:mulliken_spin:R:1
W 0.005 0.876 -0.402 1.73
N -2.500 1.284 -4.123 0.03
C -1.922 1.284 -2.898 0.06
S -0.203 1.558 -2.821 -0.03
N -2.696 1.060 -1.871 0.02
N -2.091 1.297 -0.669 0.14
C -2.368 0.477 0.316 0.03
C -2.210 0.768 1.755 0.00
C -3.309 0.597 2.594 0.01
C -3.218 0.886 3.944 0.00
C -2.008 1.326 4.471 0.00
C -0.894 1.468 3.662 -0.01
C -0.988 1.176 2.304 0.03
O 0.103 1.268 1.527 0.01
H -1.927 1.154 -4.936 0.00
H -3.468 1.016 -4.172 0.00
H -3.000 -0.375 0.060 0.00
H -4.247 0.253 2.173 0.00
H -4.081 0.768 4.584 0.00
H -1.930 1.545 5.528 0.00
H 0.064 1.773 4.063 0.00
Cl 2.227 -0.830 -2.358 0.01
C 3.030 0.307 -1.317 0.00
C 2.278 1.163 -0.498 -0.08
C 3.065 2.046 0.253 0.05
Cl 2.355 3.274 1.277 0.00
C 4.463 2.069 0.224 -0.01
Cl 5.369 3.190 1.169 0.00
C 5.149 1.178 -0.590 0.02
Cl 6.866 1.186 -0.645 0.00
C 4.423 0.289 -1.374 -0.02
Cl 5.269 -0.805 -2.398 0.00
Cl 0.006 -7.623 -0.899 0.00
C -0.005 -5.891 -0.798 0.01
C -0.679 -5.164 -1.767 0.00
C -0.685 -3.783 -1.683 0.01
C -0.022 -3.149 -0.638 0.01
C 0.652 -3.892 0.327 0.01
C 0.663 -5.273 0.249 0.00
C -0.023 -1.683 -0.554 0.07
O 0.562 -1.059 0.384 -0.03
O -0.610 -0.955 -1.409 -0.04
H -1.187 -5.679 -2.570 0.00
H -1.199 -3.186 -2.425 0.00
H 1.166 -3.380 1.129 0.00
H 1.182 -5.870 0.985 0.00
N -0.732 3.797 0.724 0.01
N -0.086 3.160 -0.385 -0.02
H -0.532 4.791 0.689 0.00
H -0.300 3.425 1.562 0.00
H 0.855 3.524 -0.537 0.00
H -0.636 3.364 -1.213 0.01
```

Results
Spin multiplicity: 3
E_HOMO (alpha / beta) (eV): -7.8 / -8.3

=====

ORCA calculation (ωB97M-V/def2-TZVPD) on a cluster of 2 separate species, C21H15ClNO8S3 in total at a distorted geometry.

Structure (XYZ):
```
49
Properties=species:S:1:pos:R:3:nbo_charge:R:1
O 7.928 -5.651 1.807 -0.40
N 6.768 -5.565 2.270 0.49
O 6.364 -6.307 3.196 -0.40
C 5.871 -4.588 1.729 0.07
C 4.568 -4.469 2.247 -0.20
C 3.729 -3.455 1.786 -0.21
C 4.168 -2.554 0.807 -0.23
S 3.188 -1.031 0.465 2.09
C 1.850 -1.230 -0.727 -0.95
Cl 1.796 -0.037 -1.910 -0.05
O 2.642 -0.580 1.735 -0.95
O 4.242 -0.252 -0.163 -1.00
C 5.455 -2.719 0.249 -0.20
C 6.304 -3.724 0.704 -0.21
H 4.259 -5.156 3.031 0.24
H 2.740 -3.334 2.218 0.24
H 1.825 -2.251 -1.124 0.19
H 5.831 -2.042 -0.512 0.26
H 7.314 -3.849 0.315 0.24
C -7.101 1.300 0.571 -0.20
C -5.986 2.119 0.386 -0.20
C -4.733 1.517 0.315 -0.21
C -4.567 0.150 0.420 -0.32
C -5.678 -0.675 0.589 -0.17
C -6.946 -0.094 0.663 -0.20
S -2.856 -0.431 0.319 2.18
O -2.414 -0.802 1.638 -0.89
O -2.763 -1.364 -0.776 -0.91
C -2.130 1.122 -0.162 -0.65
C -0.953 1.157 -0.839 -0.03
C -0.440 2.419 -1.379 -0.11
C -0.470 3.577 -0.563 -0.18
C -0.337 4.851 -1.103 -0.22
C -0.147 5.000 -2.475 -0.19
C -0.079 3.874 -3.308 -0.24
C -0.151 2.600 -2.746 -0.10
S -3.283 2.513 -0.050 2.15
O -3.529 3.123 -1.339 -0.91
O -2.968 3.315 1.108 -0.92
H -8.092 1.754 0.622 0.22
H -6.077 3.200 0.294 0.24
H -5.528 -1.745 0.643 0.24
H -7.822 -0.732 0.774 0.22
H -0.575 0.183 -1.118 0.28
H -0.603 3.466 0.515 0.24
H -0.385 5.719 -0.442 0.22
H -0.138 5.996 -2.911 0.21
H 0.026 3.980 -4.387 0.21
H -0.117 1.704 -3.385 0.22
```

Results
Spin multiplicity: 1
Net charge: -1
E_HOMO (eV): -3.4